(1)
Below is 6 unconnected molecules or ions with the total composition C25H52N2O8, with properties calculated with ωB97M-V/def2-TZVPD.

The geometry in XYZ format:
```
87
C25H52N2O8 ωB97M-V/def2-TZVPD
C 2.585 -1.811 -1.258
N 2.707 -0.962 -2.446
C 1.572 -0.326 -2.946
O 1.518 0.168 -4.051
O 0.578 -0.239 -2.036
C -0.726 0.007 -2.520
C -1.690 -1.168 -2.316
O -1.462 -1.809 -1.055
C -1.588 -2.211 -3.406
N -0.258 -2.821 -3.387
H 2.498 -2.859 -1.559
H 1.758 -1.533 -0.605
H 3.502 -1.710 -0.678
H 3.441 -0.278 -2.335
H -0.760 0.303 -3.570
H -1.120 0.851 -1.939
H -2.716 -0.772 -2.333
H -1.739 -1.176 -0.382
H -1.761 -1.772 -4.390
H -2.382 -2.955 -3.232
H -0.081 -3.278 -2.503
H -0.127 -3.474 -4.145
C 5.630 -0.987 3.324
C 4.449 -1.930 3.543
C 3.481 -1.466 2.463
O 4.287 -0.993 1.381
C 5.645 -0.864 1.807
H 6.572 -1.360 3.725
H 5.426 -0.016 3.782
H 4.754 -2.963 3.361
H 4.021 -1.873 4.543
H 2.852 -0.644 2.820
H 2.832 -2.263 2.098
H 6.236 -1.665 1.350
H 6.036 0.094 1.459
C 0.848 2.913 1.858
C 0.793 3.927 0.716
C -0.017 3.165 -0.324
O -0.911 2.317 0.404
C -0.536 2.286 1.782
H 1.060 3.358 2.828
H 1.615 2.163 1.656
H 0.261 4.826 1.033
H 1.774 4.224 0.347
H 0.633 2.534 -0.941
H -0.598 3.813 -0.981
H -1.269 2.858 2.362
H -0.553 1.251 2.128
C 6.384 3.502 2.798
C 5.896 2.072 2.575
C 4.536 2.102 3.259
O 4.044 3.436 3.115
C 5.090 4.293 2.652
H 7.151 3.820 2.094
H 6.782 3.611 3.809
H 5.778 1.878 1.506
H 6.558 1.312 2.988
H 4.623 1.872 4.327
H 3.819 1.409 2.814
H 4.899 4.549 1.604
H 5.080 5.212 3.239
C -6.742 0.466 -3.146
C -6.233 1.387 -4.254
C -4.868 0.780 -4.553
O -4.987 -0.621 -4.296
C -6.209 -0.885 -3.604
H -7.825 0.474 -3.031
H -6.296 0.745 -2.189
H -6.880 1.314 -5.131
H -6.171 2.434 -3.961
H -4.098 1.196 -3.894
H -4.552 0.925 -5.586
H -6.906 -1.374 -4.293
H -6.007 -1.566 -2.776
C -4.572 -3.630 0.699
C -4.200 -3.399 2.162
C -4.445 -1.902 2.305
O -5.509 -1.581 1.408
C -5.750 -2.680 0.529
H -4.828 -4.663 0.468
H -3.746 -3.329 0.050
H -4.873 -3.958 2.816
H -3.177 -3.682 2.404
H -3.557 -1.326 2.019
H -4.733 -1.609 3.315
H -6.693 -3.160 0.815
H -5.851 -2.303 -0.490
```

Löwdin population analysis, charges in e, atoms 1 to 5: number 1, C, carries -0.0842; number 2, N, carries 0.0342; number 3, C, carries -0.5696; number 4, O, carries 0.0904; number 5, O, carries -0.0110

(2)
Below is a molecular structure, C25H53B3O25S, with properties calculated with ωB97M-V/def2-TZVPD.

The geometry in XYZ format:
```
107
C25H53B3O25S ωB97M-V/def2-TZVPD
O 4.620 -1.673 -2.304
C 3.765 -0.515 -2.307
C 3.653 0.069 -0.908
C 2.501 1.069 -0.655
C 1.384 1.101 -1.706
B 0.382 -0.080 -1.646
O 0.404 -1.055 -0.648
B -0.215 -2.218 -1.061
O -1.505 -2.131 -1.529
B -1.724 -0.891 -2.096
S -3.369 -0.157 -2.106
O -0.627 -0.207 -2.599
H 4.061 -2.413 -2.071
H 2.793 -0.807 -2.711
H 4.254 0.184 -2.983
H 4.592 0.591 -0.713
H 3.626 -0.747 -0.183
H 2.907 2.075 -0.541
H 2.039 0.836 0.305
H 1.769 1.231 -2.719
H 0.783 2.001 -1.523
H 0.357 -3.258 -1.070
H -2.965 1.060 -2.464
C -3.624 -6.619 3.818
O -2.800 -5.476 3.567
C -3.189 -4.735 2.535
O -4.143 -4.948 1.827
O -2.352 -3.711 2.404
C -2.677 -2.832 1.318
H -3.186 -7.117 4.677
H -4.643 -6.314 4.047
H -3.623 -7.289 2.961
H -3.660 -2.389 1.465
H -2.649 -3.364 0.372
H -1.925 -2.048 1.330
C -6.642 -4.609 0.248
O -7.230 -3.314 0.044
C -7.829 -3.153 -1.129
O -7.912 -3.980 -2.003
O -8.325 -1.916 -1.178
C -8.983 -1.584 -2.403
H -6.189 -4.594 1.230
H -7.406 -5.383 0.201
H -5.873 -4.800 -0.497
H -9.828 -2.248 -2.578
H -8.290 -1.635 -3.241
H -9.335 -0.564 -2.283
C 1.503 -0.846 2.571
O 1.194 0.142 3.557
C 2.181 0.377 4.424
O 3.256 -0.162 4.427
O 1.771 1.312 5.277
C 2.739 1.670 6.270
H 0.624 -0.929 1.940
H 2.354 -0.535 1.969
H 1.712 -1.807 3.037
H 3.635 2.074 5.805
H 2.996 0.808 6.882
H 2.276 2.435 6.886
C -7.389 -4.110 -5.084
O -7.746 -4.391 -6.445
C -7.901 -3.310 -7.201
O -7.775 -2.167 -6.840
O -8.223 -3.702 -8.435
C -8.422 -2.629 -9.358
H -7.307 -5.067 -4.582
H -6.436 -3.586 -5.042
H -8.160 -3.520 -4.598
H -7.513 -2.041 -9.465
H -9.238 -1.987 -9.031
H -8.674 -3.095 -10.305
C 10.185 0.789 -2.455
O 10.081 -0.448 -3.163
C 8.835 -0.771 -3.516
O 7.849 -0.121 -3.291
O 8.875 -1.935 -4.160
C 7.596 -2.412 -4.593
H 11.241 0.918 -2.236
H 9.830 1.615 -3.069
H 9.616 0.750 -1.528
H 7.138 -1.706 -5.283
H 6.932 -2.574 -3.746
H 7.782 -3.351 -5.105
C 5.335 4.367 10.160
O 4.708 5.648 10.042
C 3.986 5.806 8.935
O 3.834 4.983 8.069
O 3.462 7.030 8.949
C 2.656 7.339 7.808
H 5.880 4.389 11.098
H 4.589 3.576 10.183
H 6.024 4.200 9.334
H 1.809 6.659 7.742
H 3.245 7.283 6.896
H 2.304 8.354 7.961
C 1.828 5.248 0.948
O 1.336 5.110 -0.388
C 1.130 6.267 -1.018
O 1.322 7.363 -0.561
O 0.675 5.998 -2.241
C 0.410 7.157 -3.037
H 1.953 4.239 1.330
H 2.789 5.759 0.954
H 1.117 5.789 1.568
H 1.318 7.738 -3.182
H -0.352 7.777 -2.569
H 0.051 6.786 -3.991
```

Löwdin population analysis, charges in e, atoms 1 to 5: number 1, O, carries -0.0706; number 2, C, carries -0.2412; number 3, C, carries -0.1593; number 4, C, carries -0.1817; number 5, C, carries -0.0590

(3)
90
Properties=species:S:1:pos:R:3 method="wB97M-V/def2-TZVPD" total_charge=+1
C 1.797 -0.236 4.904
C 2.499 0.801 4.018
O 3.196 0.136 2.970
C 3.183 0.678 1.642
C 1.733 0.666 1.106
C 0.898 -0.552 1.503
C -0.355 -0.687 0.619
C -1.585 -1.150 1.399
C -2.879 -1.069 0.591
N -3.036 -2.152 -0.407
C 3.716 2.136 1.627
C 4.904 2.397 2.568
C 5.446 3.826 2.490
F 5.575 4.336 3.794
C 4.031 2.491 0.175
S 5.465 1.611 -0.380
O 6.648 2.285 0.045
O 5.298 1.315 -1.771
O 5.394 0.299 0.507
C 4.102 -0.315 0.835
C 3.526 -0.939 -0.442
S 4.420 -2.427 -0.996
C 6.012 -1.891 -1.670
C 7.210 -2.272 -0.791
B 4.443 -1.556 1.839
O 5.652 -1.609 2.496
O 3.499 -2.523 1.977
C 3.898 -3.862 2.267
H 0.720 -0.065 4.932
H 1.979 -1.239 4.523
H 2.144 -0.167 5.933
H 1.779 1.526 3.630
H 3.210 1.361 4.626
H 1.730 0.777 0.020
H 1.218 1.551 1.496
H 0.577 -0.470 2.541
H 1.488 -1.466 1.430
H -0.584 0.295 0.187
H -0.142 -1.386 -0.195
H -1.434 -2.183 1.729
H -1.682 -0.534 2.297
H -2.957 -0.085 0.116
H -3.724 -1.146 1.281
H -3.152 -2.993 0.150
H -2.144 -2.252 -0.884
H 2.909 2.798 1.955
H 4.594 2.282 3.602
H 5.717 1.694 2.400
H 6.431 3.869 2.030
H 4.754 4.499 1.974
H 3.218 2.226 -0.500
H 4.269 3.542 0.018
H 2.538 -1.344 -0.240
H 3.437 -0.245 -1.279
H 5.990 -0.821 -1.838
H 6.104 -2.346 -2.656
H 8.039 -2.637 -1.396
H 7.535 -1.426 -0.187
H 6.940 -3.065 -0.092
H 5.788 -0.816 3.032
H 4.971 -3.930 2.442
H 3.640 -4.491 1.416
H 3.358 -4.211 3.147
C -9.128 0.845 -4.578
C -8.897 1.452 -3.196
C -7.460 1.597 -2.715
N -6.675 0.322 -2.486
C -7.512 -0.714 -1.816
C -6.100 -0.215 -3.788
C -4.697 0.350 -3.861
C -4.233 0.218 -2.414
C -5.452 0.634 -1.608
H -8.908 -0.223 -4.615
H -10.174 0.960 -4.857
H -8.529 1.347 -5.341
H -9.488 0.919 -2.449
H -9.289 2.472 -3.197
H -7.470 2.112 -1.755
H -6.867 2.194 -3.410
H -8.292 -1.046 -2.495
H -7.950 -0.289 -0.916
H -6.868 -1.552 -1.558
H -6.077 -1.300 -3.704
H -6.747 0.072 -4.609
H -4.713 1.395 -4.180
H -4.078 -0.202 -4.565
H -3.370 0.843 -2.194
H -3.966 -0.813 -2.178
H -5.460 1.699 -1.394
H -5.554 0.083 -0.677

What are the E_tot values for these records? In order: -1695.1062, -3338.4674, -2466.2487 a.u..
What are the LUMO energy values for these records? In order: 0.58, 0.25, -2.33 eV.
What are the molar mass values for these records? In order: 508.70, 818.18, 571.65 g/mol.